[1]
An isolated molecule of C17H23NO7S at a distorted geometry, computed with ωB97M-V/def2-TZVPD.

XYZ file:
```
49
Properties=species:S:1:pos:R:3:forces:R:3:nbo_charge:R:1
S -1.48079 2.86439 0.15310 -0.3 0.0 0.1 2.337
O -1.16211 3.50988 1.39267 0.2 -0.3 0.1 -0.942
O 2.81356 -0.82615 -1.52124 0.0 0.1 0.0 -0.469
O -1.87396 3.65946 -0.97275 0.1 -0.3 -0.2 -0.942
O -2.94753 -3.32015 -0.23429 -0.4 -0.1 0.0 -0.506
O -0.90137 -2.48882 0.16552 0.1 -0.1 0.0 -0.615
O 4.87061 0.66621 -0.39196 0.0 0.0 0.0 -0.570
O 5.31154 -1.00928 1.03535 -0.2 -0.4 0.0 -0.509
N -2.75676 1.84136 0.47120 0.7 0.8 -0.1 -0.676
C -2.09735 -2.35706 0.11889 -0.1 0.4 0.2 0.814
C 1.08480 0.64788 -2.03329 0.1 -0.1 0.1 -0.255
C 0.72944 1.30448 0.63316 0.1 0.1 0.0 -0.177
C 1.73037 0.41575 0.27918 0.1 -0.1 -0.1 -0.253
C -2.78494 -0.22040 -0.88994 -0.2 0.1 0.1 -0.416
C -2.74843 1.09352 1.70199 0.3 -0.3 0.6 -0.229
C -2.14862 -0.30441 1.54091 -0.2 0.0 -0.1 -0.422
C 4.67784 -0.44861 0.00131 -0.1 0.0 -0.2 0.760
C 3.68681 -1.43755 -0.61066 0.1 0.0 0.1 -0.174
C -2.16695 -5.44613 0.66899 -0.1 0.4 -0.2 -0.633
C 1.90258 0.06722 -1.05850 -0.3 0.2 0.0 0.334
C 0.08689 1.52700 -1.67065 0.1 0.0 -0.1 -0.170
C -2.39581 -4.59656 -0.57224 0.4 -0.4 0.0 -0.077
C 6.29731 -0.20264 1.67454 0.2 0.3 0.0 -0.263
C -3.37671 1.16932 -0.64044 0.0 -0.2 -0.6 -0.229
C -2.83178 -1.05845 0.39789 0.4 -0.1 0.0 -0.311
C -0.09728 1.83676 -0.33435 -0.5 0.5 0.3 -0.379
H -1.08341 -0.23726 1.31639 -0.1 -0.1 0.1 0.229
H -1.74600 -0.12967 -1.21190 -0.1 -0.1 0.0 0.222
H 7.10089 0.03494 0.97544 0.0 0.0 0.1 0.195
H 5.85201 0.72876 2.02886 0.1 -0.1 0.0 0.198
H 2.36280 0.00662 1.05071 0.0 0.0 0.1 0.212
H -4.44894 1.07996 -0.42900 0.0 0.1 0.0 0.197
H -2.26632 -0.85760 2.47442 0.1 0.0 0.0 0.216
H 1.25324 0.38358 -3.06477 0.0 0.0 -0.1 0.232
H -3.13099 -5.05686 -1.23518 0.1 0.1 0.0 0.190
H -1.42470 -4.97544 1.30886 0.1 0.0 0.1 0.221
H 3.15066 -1.96936 0.18529 0.1 0.1 -0.1 0.210
H -0.55260 1.98939 -2.40595 0.0 0.0 -0.2 0.242
H 0.58762 1.60106 1.66080 0.0 0.0 0.1 0.240
H -3.09460 -5.55698 1.22510 -0.1 -0.1 0.1 0.211
H 4.25461 -2.16789 -1.19555 -0.1 0.1 0.2 0.230
H -3.24464 1.81456 -1.50916 -0.2 -0.1 -0.1 0.240
H -3.87193 -1.28613 0.64710 0.0 0.0 0.0 0.219
H -2.18216 1.68516 2.42132 -0.2 -0.1 0.2 0.241
H -3.78394 1.01169 2.05397 0.1 0.1 0.0 0.195
H -1.45297 -4.44215 -1.10658 -0.2 0.0 0.0 0.199
H 6.67468 -0.79038 2.50677 0.0 0.0 0.0 0.199
H -1.80832 -6.42881 0.37678 0.0 -0.1 0.0 0.217
H -3.34990 -0.72049 -1.67846 0.0 0.0 -0.1 0.220
```
Positions in Å, forces in eV/Å.

Computed properties:
relative energy (zero: lowest compared OMol25 entry of this formula, charge and spin) = 0.0 kcal/mol
HOMO-LUMO gap = 9.43 eV
E_LUMO = 0.6 eV

=====

[2]
A structure of composition C17H23NO7Sn, computed with ωB97M-V/def2-TZVPD.

XYZ file:
```
49
Properties=species:S:1:pos:R:3:forces:R:3:nbo_charge:R:1
Sn -1.57312 -0.59177 -0.64514 0.0 -0.2 -0.4 1.639
O 0.47868 -0.10548 -1.62616 -0.1 0.2 0.2 -0.769
O -3.14039 -3.25315 2.65023 0.1 0.1 -0.1 -0.604
O -5.59400 1.87243 -0.46763 -0.1 0.1 0.0 -0.504
O -4.05813 -1.14732 -0.01019 0.1 0.0 0.1 -0.573
O -3.51977 1.17957 -1.00885 -0.2 -0.1 0.0 -0.570
O -1.95527 -1.89971 1.32924 0.2 0.0 0.1 -0.687
O -1.42744 0.95783 0.84438 -0.1 0.4 0.2 -0.818
N -1.92295 2.14992 2.65894 0.0 0.0 0.0 -0.721
C -4.33756 -2.08816 1.00432 0.0 0.0 -0.1 -0.179
C -4.84294 0.98238 -0.69392 0.2 0.0 0.0 0.775
C 1.66363 0.01617 -2.00373 0.0 -0.1 0.1 0.469
C 5.24947 -0.74435 0.09310 0.0 0.0 0.0 0.102
C 6.53342 -1.04135 0.80275 0.0 0.0 0.0 -0.650
C 4.17431 0.13439 -3.42498 0.0 0.0 0.0 -0.660
C 1.57768 -0.58683 0.96723 0.0 0.0 0.0 -0.637
C 4.08170 -0.18341 -1.95437 0.0 0.0 0.0 0.109
C 2.84790 -0.23939 -1.24868 -0.1 0.0 -0.1 -0.197
C 4.03207 -0.78184 0.77554 0.0 0.0 0.0 -0.191
C 5.25094 -0.44083 -1.26522 0.0 0.0 0.0 -0.239
C -5.16898 -0.49504 -0.62692 0.0 -0.1 -0.1 -0.173
C -2.88246 2.90659 0.57132 0.1 0.0 0.1 -0.554
C -2.03628 1.93793 1.36519 0.1 -0.1 -0.2 0.743
C -3.04026 2.54148 -0.88645 0.0 -0.1 -0.1 -0.079
C -3.01738 -2.39783 1.67161 -0.3 -0.1 0.1 0.828
C 2.83298 -0.53931 0.13932 0.1 0.0 0.1 0.058
H 3.84993 1.15380 -3.64021 0.0 0.0 0.0 0.234
H -2.40781 3.89050 0.62927 0.0 0.0 0.1 0.282
H 6.19454 -0.40506 -1.79539 0.0 0.0 0.0 0.230
H -2.27440 -3.44980 3.04856 0.0 0.0 0.0 0.527
H 6.42063 -0.98099 1.88305 0.0 0.0 0.0 0.230
H -5.03485 -1.69271 1.74884 0.0 0.0 0.0 0.237
H 7.31986 -0.35561 0.48953 0.0 0.0 0.0 0.243
H 4.03291 -0.99885 1.83675 0.0 0.0 0.0 0.213
H -1.33357 1.55061 3.21873 0.0 0.0 0.0 0.433
H -3.73707 3.21438 -1.37840 0.0 0.0 0.0 0.251
H -2.36602 2.93978 3.10331 0.0 0.0 0.0 0.433
H -3.85763 3.00231 1.05587 0.0 0.0 0.0 0.275
H 5.20654 0.04767 -3.75446 0.0 0.0 0.0 0.245
H -2.09099 2.55457 -1.41891 0.0 0.0 0.0 0.216
H 1.83391 -0.64740 2.02359 0.0 0.0 0.0 0.232
H -5.31551 -0.89733 -1.63210 -0.1 0.0 0.0 0.239
H -4.75621 -3.01422 0.60004 0.0 0.0 0.0 0.245
H 6.86710 -2.05116 0.55385 0.0 0.0 0.0 0.251
H 3.58052 -0.54616 -4.03569 0.0 0.0 0.0 0.232
H 0.96239 0.30137 0.81872 0.0 0.0 0.0 0.219
H 0.98349 -1.47582 0.72571 0.0 0.0 0.0 0.210
H 1.80222 0.34201 -3.03748 0.0 0.0 0.0 0.168
H -6.08580 -0.62479 -0.05407 0.0 0.1 0.0 0.238
```
Positions in Å, forces in eV/Å.

Computed properties:
total charge = +2
relative energy (zero: lowest compared OMol25 entry of this formula, charge and spin) = 9.8 kcal/mol
HOMO-LUMO gap = 8.24 eV
E_LUMO = -6.0 eV

=====

> Which of these has the lowest E_LUMO?

C17H23NO7Sn

=====

> Look up the HOMO-LUMO gap of the first one.

9.43 eV

=====

> Which of these has the lowest E_LUMO?

C17H23NO7Sn

=====

> What is the HOMO-LUMO gap in the first record?

9.43 eV